Record 1
A structure of composition C3H2O2Yb, computed with ωB97M-V with the def2-TZVPD basis set.

Structure (XYZ):
```
8
Properties=species:S:1:pos:R:3:nbo_charge:R:1
H -0.73981 -1.48732 1.63751 -0.609
O 0.61151 0.84858 0.30327 -0.477
O -0.80232 0.35492 -1.16551 -0.517
C 1.21918 -0.06866 -0.58897 -0.194
C 0.43303 -0.12793 -1.71102 -0.093
C -0.66904 0.79967 0.07003 0.206
H 2.30608 -0.05563 -0.53961 0.195
Yb -2.35863 -0.26364 1.99430 1.490
```

Computed properties:
Largest force on an atom: 3.2 eV/Å
HOMO energy: -6.92 eV
Spin multiplicity: 1
Energy relative to the best compared isomer or geometry (same formula, charge and spin): 241.5 kJ/mol
Electronic energy: -1424.399982 Eh
E_LUMO: -2.082 eV


Record 2
The molecule C3H2O3, computed with ωB97M-V with the def2-TZVPD basis set.

Structure (XYZ):
```
8
Properties=species:S:1:pos:R:3:nbo_charge:R:1
O 2.62137 -0.22994 0.40054 -0.498
C 1.56112 0.26380 0.71349 0.274
C 0.38642 0.19766 -0.16705 0.240
O -0.50968 -0.68247 0.15794 -0.473
C -1.59823 -0.26234 -0.70516 0.642
O -2.55228 0.25648 -0.24546 -0.474
H 1.43660 0.93625 1.59208 0.130
H -1.34531 -0.47945 -1.74638 0.160
```

Computed properties:
Largest force on an atom: 0.9 eV/Å
HOMO energy: -9.63 eV
Spin multiplicity: 1
Energy relative to the best compared isomer or geometry (same formula, charge and spin): 354.2 kJ/mol
Electronic energy: -341.101883 Eh
E_LUMO: -0.473 eV